1.
The following is a DFT calculation (wB97M-V/def2-TZVPD) of a structure of composition C36H37HgNP2S at a distorted geometry.

```
78
Properties=species:S:1:pos:R:3:forces:R:3:lowdin_charge:R:1
Hg -0.360692 2.256490 -1.047289 -0.7 1.2 3.2 1.009
C -1.928076 1.383140 -2.302937 -1.6 0.1 1.0 -0.382
C -1.894175 -0.116858 -2.027678 -1.3 -1.5 -1.0 -0.368
C -0.948434 -0.889559 -2.994821 -0.6 -0.7 0.2 -0.212
C 0.279200 -0.129959 -3.502753 -0.1 -0.2 0.1 -0.187
C 0.781051 1.047229 -2.668881 2.0 1.5 -3.3 -0.235
C 0.620327 2.418057 -3.041514 2.2 -2.3 -2.0 -0.295
C -0.564946 2.946283 -3.840050 -0.1 -0.1 0.5 -0.214
C -1.758277 1.961032 -3.738087 -0.3 -0.4 -0.1 -0.210
C 1.350743 0.124072 2.335231 0.5 -0.3 0.9 -0.212
H -2.809857 1.827350 -1.819673 0.1 -0.4 -0.3 0.064
H -2.908269 -0.523879 -2.230618 0.2 0.1 0.0 0.103
H -1.538774 -1.249102 -3.866703 0.2 0.3 0.5 0.119
H -0.596551 -1.806362 -2.494054 -0.2 0.3 -0.2 0.083
H 1.097392 -0.877261 -3.561062 -0.2 0.6 0.2 0.118
H 0.159173 0.197390 -4.547173 -0.2 0.0 0.4 0.108
H 1.692971 0.750119 -2.139425 -0.4 0.7 0.0 0.052
H 1.535831 3.037628 -3.033846 -0.7 -0.1 0.8 0.100
H -0.293780 3.192924 -4.882844 0.0 -0.3 0.4 0.121
H -0.897510 3.916534 -3.400894 0.4 -0.4 -0.1 0.109
H -2.683692 2.508757 -4.001279 0.4 -0.3 0.2 0.113
H -1.653532 1.171801 -4.505294 -0.1 0.3 0.4 0.100
H 0.694671 0.956983 2.078096 0.1 -0.1 0.2 0.025
H 1.980041 0.320438 3.215375 -0.5 0.2 -0.1 0.083
H 0.704332 -0.738039 2.527702 0.1 0.2 0.1 0.054
P -1.778305 -0.817160 -0.162030 1.3 0.6 0.1 1.134
P 2.402284 -0.301659 0.984215 -1.9 0.3 -1.9 0.943
C -0.052370 -1.435373 -0.076529 -1.4 -0.8 0.9 -0.331
C 1.294322 -1.090750 -0.178560 2.0 0.4 -0.3 -0.339
C -2.571772 -2.312996 0.530009 0.0 -0.9 -0.4 -0.358
C -2.864646 -3.463477 -0.214057 -0.2 0.1 0.5 -0.083
C -3.555664 -4.510691 0.422554 0.0 0.0 0.1 -0.086
C -3.897136 -4.432252 1.782213 0.1 0.1 -0.3 -0.077
C -3.494258 -3.325246 2.541664 0.0 -0.1 -0.2 -0.059
C -2.833197 -2.272536 1.922650 0.1 0.2 -0.5 -0.081
C -2.999521 0.343659 0.607644 -0.1 0.9 1.0 -0.328
C -2.712685 1.655070 1.054709 0.2 -0.1 -0.5 -0.177
C -3.704597 2.641675 0.955586 -0.1 -0.3 0.4 -0.082
C -5.043473 2.268289 0.812838 0.2 0.4 -0.4 -0.086
C -5.373030 0.920044 0.687529 0.0 0.0 0.1 -0.087
C -4.367459 -0.037175 0.574520 0.3 0.0 -0.4 -0.083
C 3.810822 -1.298492 1.442909 0.4 -0.2 0.4 -0.298
C 3.556300 -2.538859 2.056480 0.4 0.4 -0.1 -0.064
C 4.622381 -3.235098 2.624895 -0.2 0.0 -0.1 -0.072
C 5.919705 -2.725088 2.573658 -0.2 0.2 -0.1 -0.070
C 6.166834 -1.512918 1.928739 -0.1 0.0 -0.1 -0.072
C 5.118782 -0.787862 1.362720 -0.2 -0.2 0.1 -0.064
C 3.044473 1.240872 0.294934 0.3 0.5 -0.2 -0.339
C 2.797660 2.458670 0.949981 0.3 -0.2 -0.2 -0.090
C 3.227078 3.657773 0.371287 -0.1 -0.1 -0.1 -0.075
C 3.930650 3.654095 -0.836719 -0.2 -0.3 0.4 -0.077
C 4.229947 2.438072 -1.458172 -0.2 -0.1 0.1 -0.080
C 3.744310 1.238377 -0.926596 0.1 0.3 0.2 -0.124
H -0.165621 -2.547694 -0.144396 -0.5 0.9 -0.1 0.075
H 1.884052 -1.727593 -0.873837 -0.3 0.1 0.5 0.075
H -2.563857 -3.544248 -1.268945 -0.3 0.1 0.5 0.110
H -3.832195 -5.399498 -0.152124 0.1 0.3 0.2 0.101
H -4.474891 -5.233795 2.259649 0.3 0.3 -0.3 0.107
H -3.715603 -3.266007 3.611346 0.1 0.0 -0.4 0.118
H -2.533362 -1.390893 2.499032 -0.1 -0.2 -0.1 0.094
H -1.765289 1.863302 1.584965 -0.4 0.0 -1.0 0.041
H -3.410314 3.697317 1.004094 -0.2 -0.5 0.4 0.110
H -5.829583 3.036870 0.797687 0.4 -0.4 0.0 0.108
H -6.421554 0.611552 0.657463 0.4 0.1 0.1 0.105
H -4.657127 -1.089455 0.511012 0.1 0.5 -0.4 0.106
H 2.530077 -2.913433 2.093082 0.4 0.0 0.1 0.117
H 4.430736 -4.184782 3.111806 0.1 0.1 0.0 0.107
H 6.735700 -3.262910 3.052721 -0.2 0.1 -0.2 0.109
H 7.179930 -1.122593 1.863418 -0.2 -0.1 0.1 0.108
H 5.303740 0.177119 0.879289 0.0 -0.4 0.3 0.102
H 2.270782 2.454231 1.908736 0.2 0.2 -0.4 0.104
H 2.983673 4.597876 0.866375 0.1 -0.2 -0.2 0.111
H 4.234426 4.594298 -1.292124 0.0 -0.2 0.1 0.107
H 4.842784 2.438691 -2.357985 -0.3 -0.1 0.1 0.108
H 3.891372 0.300155 -1.472696 0.1 0.3 0.3 0.119
S -2.451269 0.420052 5.907311 -0.6 -0.2 1.1 0.400
C -1.815532 0.627872 4.449521 1.4 0.3 -3.0 -1.064
N -1.327700 0.759358 3.366017 -0.8 -0.3 2.0 -0.020
```
Forces are in eV/Å.

## Properties
Net charge: 0
Energy above the lowest of the compared OMol25 structures with the same formula, charge and spin in eV: 5.737
LUMO energy (alpha / beta) in eV: -0.7 / -0.6
Molar mass in u: 778.30
Strongest force on any atom in eV/Å: 4.17
HOMO (alpha / beta) in eV: -6.3 / -6.3
2S+1: 1


2.
The following is a DFT calculation (wB97M-V/def2-TZVPD) of a structure of composition H14O6S at a distorted geometry.

```
21
Properties=species:S:1:pos:R:3:forces:R:3:lowdin_charge:R:1
S 4.149106 0.012937 0.221239 -0.5 0.0 0.0 0.470
H 2.947986 -0.014827 0.853734 0.4 0.0 -0.3 -0.217
H 3.581941 0.332489 -0.960441 0.1 0.0 0.3 -0.222
H 0.733916 0.791406 -0.738897 0.2 0.7 1.0 -0.225
H 0.180815 2.219197 -0.807303 -0.1 0.5 0.2 0.044
O 0.676676 1.635243 -0.233200 -1.4 4.6 3.6 -0.094
H -0.163216 -2.961583 -0.366699 0.0 0.6 0.3 0.073
H -0.744407 -1.737327 0.459630 0.3 -0.5 -0.3 0.001
O 0.035814 -2.064690 -0.047656 0.0 -0.2 -0.3 -0.064
H -0.167859 1.330559 2.806984 -0.2 -0.1 0.4 0.055
H -0.020537 1.294710 1.307197 0.0 0.0 -0.8 0.003
O -0.556410 0.916014 2.035310 0.1 0.2 0.3 -0.070
H -3.039028 -0.886984 0.913455 -0.1 -0.1 0.1 0.074
H -1.766455 -0.270326 1.572813 0.2 0.1 0.2 0.023
O -2.114271 -1.057692 1.108798 -0.4 0.1 0.0 -0.064
H 0.430294 0.201422 -2.134407 0.0 -0.2 -0.5 0.103
H 0.836703 -0.806972 -1.078401 0.2 -0.5 0.0 0.068
O 1.132077 0.038296 -1.488840 0.9 -5.3 -4.1 0.045
H -2.219087 1.075475 -1.009925 -0.1 0.8 0.3 0.031
H -1.889145 -0.364771 -0.866517 0.0 0.0 -0.3 0.007
O -2.024915 0.317423 -1.546874 0.3 -0.8 -0.1 -0.042
```
Forces are in eV/Å.

## Properties
Net charge: 0
Energy above the lowest of the compared OMol25 structures with the same formula, charge and spin in eV: 1.616
LUMO energy in eV: 0.3
Molar mass in u: 142.17
Strongest force on any atom in eV/Å: 6.74
HOMO in eV: -9.2
2S+1: 1


3.
The following is a DFT calculation (wB97M-V/def2-TZVPD) of a structure of composition C9H6BrF6N2O5S2SbSe4Sn.

```
37
Properties=species:S:1:pos:R:3:forces:R:3:lowdin_charge:R:1
Sn 0.664987 0.823569 1.488996 0.2 0.1 0.3 1.098
C -3.844519 -1.375591 -1.387868 0.0 0.0 0.0 -0.025
C -3.277196 -0.143371 -0.748819 0.0 0.1 0.0 -0.232
C -3.601383 1.141774 -1.171039 0.0 0.0 0.1 0.012
C -3.024325 2.247097 -0.563714 -0.1 -0.1 -0.1 -0.076
C -2.119321 2.005503 0.444304 -0.1 0.2 0.0 -0.765
Br -1.219123 3.450963 1.278846 0.1 0.0 0.0 0.805
N -1.791268 0.804503 0.873725 0.0 -0.2 0.0 -0.101
C -2.365813 -0.253266 0.289141 0.0 0.0 0.0 -0.081
H -4.608443 -1.828857 -0.754222 0.0 0.0 0.0 0.091
H -3.058922 -2.112859 -1.551532 0.0 0.0 0.0 0.087
H -4.298613 -1.141121 -2.349012 0.0 0.0 0.0 0.084
H -4.296839 1.284684 -1.988886 0.0 0.0 0.0 0.127
H -3.249665 3.256152 -0.873820 0.0 0.0 0.0 0.112
H -2.051300 -1.224260 0.647091 0.0 0.0 0.0 0.120
F 2.002595 -2.897593 -2.317021 0.0 0.0 0.0 0.146
C 1.503046 -3.328929 -1.164373 -0.1 0.0 0.1 -0.668
F 0.249037 -3.717529 -1.344947 0.0 0.0 0.0 0.152
F 2.221458 -4.354655 -0.736492 0.0 0.0 0.0 0.161
S 1.582349 -1.962292 0.119899 0.2 0.1 -0.3 0.542
O 0.267479 -1.883641 0.721046 -0.3 0.0 0.2 -0.371
O 2.687242 -2.257295 0.964893 0.1 0.0 0.0 -0.245
N 1.885028 -0.612537 -0.667896 0.0 -0.1 -0.2 -0.361
S 0.864511 0.039248 -1.695581 0.1 -0.2 0.0 0.558
O 0.438107 1.313119 -1.148128 -0.1 0.2 0.0 -0.418
O -0.140944 -0.834801 -2.216865 -0.1 0.0 0.0 -0.254
C 1.972014 0.493146 -3.129040 0.0 0.0 0.1 -0.675
F 3.238028 0.570660 -2.748236 0.0 0.1 0.0 0.151
F 1.850995 -0.421662 -4.079228 0.0 0.0 0.0 0.158
F 1.583322 1.672316 -3.602273 0.0 0.0 0.0 0.151
Se 2.641319 -1.031676 6.458717 0.0 0.0 0.1 0.003
Sb 2.923967 1.386911 5.876066 0.0 -0.2 0.0 -0.150
Se 1.710675 1.829216 3.789756 -0.2 0.2 -0.2 -0.160
Se 1.265316 0.631456 7.591730 0.0 -0.1 0.0 0.001
Se 4.823556 2.698075 6.325135 0.0 0.0 0.0 -0.069
O 3.688540 2.979665 -0.689558 0.0 0.1 0.0 0.088
C 2.884103 2.753879 0.059206 0.0 -0.1 0.0 0.004
```
Forces are in eV/Å.

## Properties
Net charge: 0
Energy above the lowest of the compared OMol25 structures with the same formula, charge and spin in eV: 0.215
LUMO energy in eV: -1.6
Molar mass in u: 1036.49
Strongest force on any atom in eV/Å: 0.42
HOMO in eV: -8.1
2S+1: 1


4.
The following is a DFT calculation (wB97M-V/def2-TZVPD) of the molecule C7H8.

```
15
Properties=species:S:1:pos:R:3:forces:R:3:lowdin_charge:R:1
C -0.116649 -1.556965 -0.562283 0.0 0.0 0.0 -0.037
C -0.271100 -0.120935 -0.103609 -0.1 0.0 -0.1 -0.475
C 0.219043 0.979433 -0.940808 -0.2 0.0 -0.2 -0.024
C 1.003129 0.652660 0.374640 0.4 0.0 0.2 -0.312
C 2.270044 0.090792 0.055277 -0.2 0.3 0.2 0.150
C -1.431991 0.152394 0.721744 -0.3 0.1 0.2 -0.086
C -2.406961 0.362998 1.394904 0.3 -0.1 -0.2 0.139
H -0.963817 -1.831626 -1.197973 0.1 0.0 0.1 0.088
H 0.818535 -1.671078 -1.113207 -0.2 0.0 0.1 0.068
H -0.095240 -2.227052 0.302845 0.0 0.1 -0.1 0.091
H 0.802774 1.358172 1.184166 0.1 -0.1 -0.1 0.127
H 0.723820 0.733016 -1.868070 -0.1 0.0 0.2 0.113
H -0.297560 1.933091 -0.914783 0.1 -0.1 0.0 0.121
H 3.026583 0.599000 0.687451 -0.1 0.0 -0.1 0.009
H -3.280614 0.546107 1.979699 0.1 0.0 -0.1 0.028
```
Forces are in eV/Å.

## Properties
Net charge: 0
Energy above the lowest of the compared OMol25 structures with the same formula, charge and spin in eV: 6.203
LUMO energy in eV: -0.1
Molar mass in u: 92.14
Strongest force on any atom in eV/Å: 0.51
HOMO in eV: -8.5
2S+1: 1


5.
The following is a DFT calculation (wB97M-V/def2-TZVPD) of the molecule C16H18N2O2S.

```
39
Properties=species:S:1:pos:R:3:forces:R:3:lowdin_charge:R:1
C 7.071286 0.411970 -0.598642 -0.3 -0.1 0.3 -0.065
C 6.575864 0.095248 0.809821 0.3 0.2 -0.1 -0.250
O 5.485779 -0.803317 0.814265 -0.2 -0.2 0.0 -0.053
C 4.242487 -0.367029 0.473545 -0.3 -0.1 0.0 -0.272
C 3.258491 -1.355098 0.398557 0.3 0.2 0.0 0.010
C 1.955369 -1.045369 0.078637 -0.1 -0.1 0.0 0.001
C 1.597823 0.276370 -0.176108 0.4 -0.1 0.1 -0.222
C 2.572685 1.263603 -0.097398 -0.2 -0.2 0.0 -0.023
C 3.881937 0.952885 0.222238 0.3 -0.1 0.1 -0.023
H 4.602735 1.753401 0.274704 0.1 0.0 0.0 0.105
H 2.308884 2.294919 -0.288528 0.0 0.1 0.0 0.112
N 0.295455 0.666193 -0.522838 0.0 0.4 -0.1 0.127
C -0.821243 -0.092889 -0.626056 -0.3 0.2 -0.2 -0.552
O -0.873920 -1.291003 -0.420743 0.2 -0.2 0.0 0.034
C -2.061357 0.704263 -0.969388 -0.2 0.2 0.5 -0.341
H -1.844902 1.643032 -1.477095 0.0 -0.1 -0.1 0.073
H -2.756213 0.105077 -1.551927 0.1 0.0 -0.1 0.091
S -2.889296 1.100106 0.637899 -0.1 -0.2 -0.2 0.956
C -4.523874 0.430461 0.394124 0.7 0.2 0.1 -0.489
C -5.588421 1.313669 0.469855 -0.2 -0.1 0.0 -0.127
C -6.889268 0.862136 0.360876 -0.1 0.2 0.1 -0.111
C -7.119399 -0.493201 0.174437 0.1 0.0 0.0 -0.097
C -6.065610 -1.376366 0.096961 0.0 -0.1 0.0 -0.043
C -4.735595 -0.945255 0.207283 -0.4 0.1 0.0 -0.342
N -3.721037 -1.836750 0.076051 0.2 -0.2 0.0 0.131
H -3.940592 -2.815674 0.066218 0.0 0.0 0.0 0.102
H -2.756378 -1.584998 0.232280 0.0 0.0 0.0 0.047
H -6.249599 -2.432420 -0.042690 0.0 -0.1 0.0 0.106
H -8.130748 -0.863011 0.090046 -0.1 0.0 0.0 0.101
H -7.712343 1.556620 0.421925 -0.1 0.1 0.0 0.095
H -5.379786 2.361546 0.624501 0.0 0.1 0.0 0.095
H 0.186873 1.661107 -0.665081 -0.1 -0.2 -0.1 0.141
H 1.210499 -1.820609 0.024757 0.0 0.0 0.0 0.102
H 3.545390 -2.374726 0.599962 0.0 -0.1 0.0 0.121
H 6.324204 1.015224 1.352069 0.0 -0.1 0.0 0.115
H 7.357975 -0.427304 1.367818 -0.1 0.1 0.0 0.123
H 7.940903 1.061205 -0.544615 0.1 0.1 0.0 0.076
H 6.296998 0.904678 -1.181671 0.0 0.1 -0.1 0.066
H 7.347945 -0.508697 -1.106066 0.0 -0.1 -0.1 0.079
```
Forces are in eV/Å.

## Properties
Net charge: 0
Energy above the lowest of the compared OMol25 structures with the same formula, charge and spin in eV: 1.036
LUMO energy in eV: 0.6
Molar mass in u: 302.40
Strongest force on any atom in eV/Å: 0.69
HOMO in eV: -7.7
2S+1: 1